[1]
Formula: C14H28BeN4OP2
Source: the Open Molecules 2025 dataset
Level of theory: ωB97M-V/def2-TZVPD

The geometry in XYZ format:
```
50
Properties=species:S:1:pos:R:3
H -0.61 2.95 -3.10
H 0.47 3.11 -1.69
P -1.48 -1.52 -1.51
H 0.66 -0.43 -4.15
C -0.62 2.90 0.82
H -2.83 -3.49 3.74
C 0.36 2.66 -2.68
C 0.02 -0.66 2.79
C -1.93 -1.75 2.94
C 2.49 0.96 0.26
N -0.57 -0.60 1.56
C -3.12 -2.49 3.38
H 2.19 -2.37 -1.81
H -2.74 1.74 1.31
H 1.17 0.30 4.27
H 0.06 -2.22 -3.30
N -1.75 -1.25 1.71
H -2.10 -2.78 -1.17
C 1.30 -0.09 3.25
P -1.80 1.71 0.22
C 0.72 2.53 0.82
C 0.02 -2.34 -2.21
H 2.95 1.47 -0.61
O -0.52 0.64 -1.76
H 3.06 1.22 1.16
H 2.08 -0.87 3.31
H 3.42 -0.77 -0.64
H -0.91 3.87 1.22
H -0.65 0.74 -4.48
H -2.40 -1.30 0.92
H -2.12 -1.25 -2.74
H 1.50 3.23 1.18
H -3.60 -1.98 4.23
H 1.04 1.19 -4.69
C 2.54 -0.55 0.00
N 1.08 1.32 0.39
H -0.08 -3.42 -1.98
C 0.36 0.61 -4.06
H 1.45 0.84 -2.24
C -0.80 -1.39 3.65
H 1.16 3.06 -3.32
H 2.66 -1.08 0.96
H 1.66 0.73 2.63
H -0.60 -1.61 4.69
C 1.27 -1.84 -1.53
Be 0.03 0.18 -0.25
C 0.46 1.16 -2.65
H -3.86 -2.62 2.58
N 1.26 -0.95 -0.61
H -2.37 2.50 -0.82
```

The expectation value of S² is 0.758. As for the max |F|: 2.156 eV Å⁻¹. The charge is +1. The HOMO-LUMO gap (spin up / spin down) comes out at 7.81 / 4.32 eV. Its spin multiplicity is 2. The relative energy (zero: lowest compared OMol25 entry of this formula, charge and spin) comes out at 0.00 kJ/mol. The calculation puts the HOMO energy (spin up / spin down) at -10.33 / -10.24 eV.

=====

[2]
Formula: C2H3ClFNO
Source: the Open Molecules 2025 dataset
Level of theory: ωB97M-V/def2-TZVPD

The geometry in XYZ format:
```
9
Properties=species:S:1:pos:R:3
C -1.33 0.01 0.12
H -2.11 0.37 0.96
O 1.34 1.39 -0.72
N -0.38 -0.98 0.66
C 1.97 0.55 -0.17
H -1.97 -0.39 -0.64
H -0.74 0.77 -0.25
F 3.32 0.56 0.27
Cl -0.10 -2.29 -0.24
```

As for the max |F|: 4.102 eV Å⁻¹. The charge is 0. The HOMO-LUMO gap (spin up / spin down) comes out at 9.18 / 7.83 eV. The relative energy (zero: lowest compared OMol25 entry of this formula, charge and spin) comes out at 499.08 kJ/mol. The calculation puts the HOMO energy (spin up / spin down) at -9.87 / -9.51 eV.

=====

[3]
Formula: C2H10NOS2
Source: the Open Molecules 2025 dataset
Level of theory: ωB97M-V/def2-TZVPD

The geometry in XYZ format:
```
16
Properties=species:S:1:pos:R:3
N 0.53 -0.41 1.32
H 1.20 0.37 -1.95
O -1.57 -2.34 0.78
H -0.30 -0.03 -1.27
H -1.68 3.88 -2.21
H -2.41 -2.25 1.25
H 2.08 0.84 0.46
H 1.03 -0.63 2.19
C 1.38 0.05 0.15
H -0.12 0.34 1.59
C 0.60 0.59 -1.04
H 1.98 -0.83 -0.09
S -1.23 2.58 -2.26
H -1.38 -3.30 0.78
S 0.04 2.25 -0.64
H -0.14 -1.11 0.94
```

The expectation value of S² is 0.755. As for the max |F|: 2.372 eV Å⁻¹. The charge is +2. The HOMO-LUMO gap (spin up / spin down) comes out at 9.95 / 7.36 eV. Its spin multiplicity is 2. The relative energy (zero: lowest compared OMol25 entry of this formula, charge and spin) comes out at 1.41 kJ/mol. The calculation puts the HOMO energy (spin up / spin down) at -18.89 / -19.20 eV.

=====

[4]
Formula: C7H13BrN2Si
Source: the Open Molecules 2025 dataset
Level of theory: ωB97M-V/def2-TZVPD

The geometry in XYZ format:
```
24
Properties=species:S:1:pos:R:3
H -1.14 3.40 -1.41
Br -3.41 0.84 -0.14
H -1.32 1.74 -1.82
C -0.10 2.39 1.67
C -2.14 -1.76 0.45
H 1.98 -1.27 0.98
H 1.37 -2.66 -1.70
H -0.59 1.64 2.25
N 0.01 -1.64 0.30
C -0.64 -0.11 0.01
C -0.54 2.51 -1.53
H 0.10 2.73 -2.40
H 2.98 -2.93 -0.78
Si 0.24 1.57 -0.07
C 2.13 -2.20 -1.04
H 1.36 -2.98 1.02
H -2.99 -2.18 0.76
H 1.51 1.01 0.02
H -0.47 3.40 1.71
N -1.01 -2.39 0.46
C -1.96 -0.38 0.13
H 0.82 2.44 2.14
C 1.41 -2.01 0.32
H 2.41 -1.17 -1.33
```

As for the max |F|: 7.251 eV Å⁻¹. The charge is 0. As for the SMILES: CCn1ncc(Br)c1[SiH](C)C. The HOMO-LUMO gap comes out at 9.31 eV. The relative energy (zero: lowest compared OMol25 entry of this formula, charge and spin) comes out at 97.74 kJ/mol. The calculation puts the HOMO energy at -8.62 eV.

=====

[5]
Formula: C3H8O7
Source: the Open Molecules 2025 dataset
Level of theory: ωB97M-V/def2-TZVPD

The geometry in XYZ format:
```
18
Properties=species:S:1:pos:R:3
H 1.70 -1.05 0.61
O 0.08 2.41 0.11
C -0.48 -0.03 0.20
C 0.52 1.14 -0.30
C -0.03 -1.39 -0.23
O 0.67 1.04 -1.70
O -1.11 -2.24 -0.03
H -0.82 2.46 0.01
H -1.15 -2.60 0.84
H 0.19 -1.36 -1.25
O -1.80 0.26 -0.31
O 1.82 1.00 0.16
H 2.23 1.79 0.20
O -0.67 0.09 1.62
H -0.04 1.43 -2.17
H 0.00 -0.50 2.11
O 1.09 -1.79 0.62
H -2.20 -0.65 -0.49
```

As for the max |F|: 5.262 eV Å⁻¹. The charge is 0. As for the SMILES: OC(O)C(O)(O)C(O)(O)O. The HOMO-LUMO gap comes out at 10.97 eV. The relative energy (zero: lowest compared OMol25 entry of this formula, charge and spin) comes out at 45.74 kJ/mol. The calculation puts the HOMO energy at -10.42 eV.